[1]
ORCA calculation (wB97M-V/def2-TZVPD) on a gas-phase ion, C5H12NO (charge -1) in a non-equilibrium geometry.

Last column: Löwdin charge in e.
Atoms and positions in Å:
O (0.732, -0.586, 2.314)  -0.34
N (-1.147, -1.113, 0.386)  0.03
C (-0.858, 0.194, -0.219)  -0.51
C (0.537, 0.216, -0.809)  -0.22
C (1.569, 0.137, 1.571)  -0.55
C (1.641, -0.342, 0.105)  -0.22
C (-1.850, 0.487, -1.310)  -0.11
H (2.617, -0.142, -0.400)  0.09
H (-2.797, 0.847, -0.975)  0.05
H (-2.072, -1.064, 0.790)  0.05
H (-2.071, -0.448, -1.830)  0.07
H (-0.980, 0.989, 0.524)  0.13
H (0.738, 1.250, -1.117)  0.10
H (-0.480, -1.178, 1.171)  0.02
H (-1.469, 1.153, -2.084)  0.06
H (1.299, 1.229, 1.534)  0.08
H (0.457, -0.390, -1.723)  0.10
H (1.533, -1.446, 0.103)  0.10
H (2.603, 0.204, 1.971)  0.07

Output
Net charge: -1
2S+1: 1
HOMO level, eV: -2.5
Frontier orbital gap, eV: 6.6
Lowest unoccupied orbital energy, hartree: 0.1499
SMILES string: C[C@@H](N)CCC[O-]
Energy relative to the best compared isomer or geometry (same formula, charge and spin), kJ/mol: 6.6



[2]
ORCA calculation (wB97M-V/def2-TZVPD) on 3 unconnected molecules or ions with the total composition C5H8O2.

Last column: Löwdin charge in e.
Atoms and positions in Å:
O (0.509, -1.477, -0.427)  -0.08
O (-1.238, 0.952, 0.597)  -0.08
C (-1.575, -0.217, 0.914)  -0.21
C (1.485, 1.147, -0.466)  -0.10
C (0.702, 0.256, -1.356)  -0.09
C (0.056, 1.323, -0.845)  -0.09
C (-0.032, -1.581, 0.704)  -0.22
H (-1.567, -0.480, 1.980)  0.10
H (0.534, -1.295, 1.604)  0.10
H (-0.805, -2.348, 0.838)  0.10
H (2.247, 1.810, -0.886)  0.10
H (-0.581, 2.126, -1.172)  0.12
H (0.820, -0.249, -2.299)  0.12
H (1.723, 0.798, 0.545)  0.10
H (-2.279, -0.766, 0.270)  0.11

Output
Net charge: 0
2S+1: 1
HOMO level (alpha / beta), eV: -8.0 / -8.0
Frontier orbital gap (alpha / beta), eV: 7.5 / 7.5
Lowest unoccupied orbital energy (alpha / beta), hartree: -0.0189 / -0.0189
SMILES string: C1=CC1.C=O.C=O
Energy relative to the best compared isomer or geometry (same formula, charge and spin), kJ/mol: 677.5



[3]
ORCA calculation (wB97M-V/def2-TZVPD) on a molecular structure, C5H10O2.

Last column: Löwdin charge in e.
Atoms and positions in Å:
O (0.708, 0.993, -0.181)  -0.14
O (-0.911, -1.220, 1.181)  -0.08
C (0.256, -0.321, -0.363)  -0.28
C (2.093, 1.073, -0.443)  -0.10
C (-1.234, -0.566, -0.061)  -0.31
C (0.476, -1.254, 0.835)  -0.12
C (-2.231, 0.566, 0.093)  -0.02
H (0.595, -0.696, -1.341)  0.15
H (2.682, 0.445, 0.244)  0.09
H (0.806, -2.260, 0.543)  0.12
H (1.110, -0.852, 1.634)  0.13
H (-1.624, -1.316, -0.761)  0.14
H (2.316, 0.748, -1.471)  0.09
H (-2.001, 1.403, -0.572)  0.08
H (-2.212, 0.937, 1.120)  0.09
H (2.411, 2.111, -0.324)  0.09
H (-3.241, 0.209, -0.134)  0.08

Output
Net charge: 0
2S+1: 1
HOMO level, eV: -9.7
Frontier orbital gap, eV: 10.8
Lowest unoccupied orbital energy, hartree: 0.0379
Energy relative to the best compared isomer or geometry (same formula, charge and spin), kJ/mol: 250.8



[4]
ORCA calculation (wB97M-V/def2-TZVPD) on 2 unconnected molecules or ions with the total composition C33H31N2O3 in a non-equilibrium geometry.

Last column: Löwdin charge in e.
Atoms and positions in Å:
O (-6.885, -4.933, 7.908)  0.01
O (-5.512, 2.464, 0.888)  -0.04
O (0.264, 1.783, 3.624)  0.03
N (-1.853, 1.927, 4.454)  0.17
N (1.421, -0.983, 6.410)  -0.09
C (2.683, -4.326, 3.120)  -0.08
C (-0.591, 1.391, 4.420)  -0.51
C (-3.480, 0.058, 2.691)  -0.01
C (-4.433, -0.616, 3.517)  -0.19
C (3.178, -2.093, 3.919)  -0.04
C (-8.973, -5.407, 6.776)  -0.01
C (-8.307, -8.136, 6.819)  -0.07
C (-6.187, 0.649, 2.363)  0.02
C (-5.806, -0.345, 3.244)  0.02
C (-7.483, -7.215, 7.465)  0.00
C (-4.881, -4.381, 6.724)  0.04
C (-6.899, 2.916, 0.882)  -0.03
C (-0.793, -1.263, 7.224)  -0.07
C (-3.834, 1.038, 1.800)  0.03
C (0.532, -1.547, 7.274)  -0.08
C (2.558, -3.837, 5.487)  -0.04
C (-6.200, -4.050, 7.070)  -0.19
C (-7.796, -5.854, 7.378)  -0.25
C (-9.469, -7.706, 6.165)  -0.08
C (-6.768, -2.840, 6.658)  0.03
C (3.070, -3.004, 2.864)  -0.07
C (-1.374, -0.291, 6.258)  -0.17
C (2.445, -4.747, 4.434)  -0.08
C (-4.723, -2.323, 5.398)  -0.19
C (-6.028, -1.981, 5.856)  0.01
C (0.997, -0.086, 5.471)  0.02
C (2.887, -2.503, 5.222)  -0.22
C (-9.800, -6.348, 6.157)  -0.07
C (-0.302, 0.316, 5.401)  -0.12
C (-5.207, 1.389, 1.662)  -0.21
C (-4.162, -3.530, 5.912)  0.01
C (2.803, -1.498, 6.332)  -0.09
C (-3.950, -1.556, 4.469)  0.08
H (2.168, -5.781, 4.646)  0.11
H (-7.565, 2.134, 0.487)  0.10
H (3.035, -1.960, 7.295)  0.13
H (3.475, -1.054, 3.748)  0.12
H (-7.252, 0.856, 2.210)  0.12
H (-10.708, -6.000, 5.663)  0.11
H (-1.470, -1.746, 7.931)  0.10
H (-10.116, -8.431, 5.667)  0.11
H (-2.606, 1.556, 5.009)  0.08
H (-2.435, -0.246, 2.763)  0.13
H (-2.118, 2.543, 3.701)  0.10
H (-8.040, -9.193, 6.830)  0.11
H (-4.471, -5.323, 7.090)  0.14
H (-1.905, 0.492, 6.832)  0.12
H (-6.465, -1.025, 5.580)  0.11
H (-9.210, -4.344, 6.798)  0.11
H (3.467, -0.653, 6.131)  0.13
H (-2.921, -1.903, 4.306)  0.13
H (0.977, -2.248, 7.993)  0.13
H (-3.142, -3.801, 5.629)  0.13
H (1.793, 0.293, 4.823)  0.14
H (-3.096, 1.562, 1.199)  0.14
H (2.379, -4.135, 6.523)  0.11
H (-7.784, -2.573, 6.957)  0.13
H (3.286, -2.674, 1.847)  0.11
H (-7.224, 3.204, 1.894)  0.11
H (-6.584, -7.521, 8.001)  0.12
H (-6.581, -0.948, 3.701)  0.11
H (-2.162, -0.785, 5.607)  0.08
H (2.574, -5.030, 2.294)  0.10
H (-6.899, 3.787, 0.219)  0.10

Output
Net charge: +1
2S+1: 1
HOMO level, eV: -9.6
Frontier orbital gap, eV: 4.3
Lowest unoccupied orbital energy, hartree: -0.1980
Energy relative to the best compared isomer or geometry (same formula, charge and spin), kJ/mol: 175.9



[5]
ORCA calculation (wB97M-V/def2-TZVPD) on a molecular structure, C34H32GaN6O3PS2.

Last column: Löwdin charge in e.
Atoms and positions in Å:
Ga (-0.184, -0.120, 0.910)  0.32
S (-0.177, -3.139, 1.472)  1.08
S (-2.663, -0.020, -0.062)  0.71
P (2.000, 0.900, 0.880)  1.06
O (-3.652, 0.412, 0.875)  -0.24
O (0.655, -1.849, 1.157)  -0.51
O (-1.828, -1.204, 0.371)  -0.35
N (-1.395, 0.986, -0.154)  -0.12
N (-5.124, -1.186, -5.236)  0.15
N (-2.608, 2.901, -0.690)  0.16
N (-0.677, 2.989, 0.704)  0.13
N (-0.274, 0.489, 2.799)  0.06
N (1.982, 1.076, 2.568)  -0.06
C (-1.460, 0.784, 4.840)  -0.02
C (-1.414, 0.414, 3.524)  -0.05
C (0.870, 1.352, 4.697)  0.02
C (-0.403, -3.954, -0.074)  -0.41
C (-3.236, -1.349, -3.766)  -0.01
C (-0.287, 1.253, 5.435)  -0.01
C (-1.845, 4.989, 0.158)  -0.02
C (2.248, 2.623, -1.220)  -0.08
C (-5.266, -0.232, -3.041)  0.00
C (4.526, -1.901, -0.644)  -0.06
C (-4.684, 0.036, -1.827)  -0.04
C (2.566, 3.639, 0.947)  -0.10
C (5.856, -0.287, 0.550)  -0.05
C (3.372, -1.214, -0.296)  -0.09
C (-3.380, -0.392, -1.576)  -0.32
C (0.661, -4.157, -0.948)  -0.07
C (-1.693, -4.356, -0.383)  -0.07
C (0.419, -4.786, -2.154)  -0.05
C (-0.870, -5.211, -2.470)  -0.04
C (2.810, 4.859, 0.334)  -0.06
C (5.763, -1.446, -0.213)  -0.04
C (0.848, 0.971, 3.355)  -0.32
C (-0.813, 4.314, 0.781)  -0.10
C (2.759, 4.965, -1.049)  -0.05
C (2.476, 3.849, -1.825)  -0.05
C (-1.581, 2.366, -0.046)  -0.45
C (4.711, 0.414, 0.880)  -0.07
C (1.078, -4.154, 2.231)  -0.19
C (-4.555, -0.927, -4.038)  -0.29
C (-2.658, -1.081, -2.552)  -0.06
C (-2.739, 4.219, -0.571)  -0.08
C (2.289, 2.522, 0.167)  -0.37
C (3.461, -0.061, 0.476)  -0.33
C (-1.921, -4.999, -1.593)  -0.05
H (-0.285, 1.550, 6.475)  0.13
H (-2.289, 0.053, 2.996)  0.12
H (4.798, 1.345, 1.431)  0.11
H (1.660, -3.828, -0.689)  0.10
H (-2.386, 0.714, 5.390)  0.13
H (-1.647, -1.415, -2.351)  0.12
H (-1.955, 6.059, 0.240)  0.11
H (1.785, 1.730, 5.134)  0.13
H (2.407, -1.572, -0.631)  0.08
H (-1.050, -5.712, -3.412)  0.12
H (2.945, 5.918, -1.525)  0.12
H (1.948, -4.212, 1.580)  0.07
H (6.823, 0.078, 0.869)  0.12
H (-5.229, 0.576, -1.064)  0.12
H (2.039, 1.755, -1.836)  0.12
H (-6.063, -0.893, -5.437)  0.11
H (6.661, -1.985, -0.482)  0.12
H (1.231, -4.959, -2.847)  0.12
H (-3.585, 4.668, -1.077)  0.12
H (1.336, -3.695, 3.183)  0.07
H (4.462, -2.790, -1.258)  0.11
H (0.648, -5.142, 2.392)  0.08
H (2.439, 3.931, -2.903)  0.12
H (3.038, 5.728, 0.937)  0.12
H (-2.683, -1.887, -4.525)  0.12
H (2.579, 3.572, 2.027)  0.10
H (-2.919, -5.328, -1.847)  0.12
H (2.820, 1.353, 3.060)  0.12
H (-2.509, -4.161, 0.301)  0.12
H (-4.629, -1.683, -5.952)  0.11
H (-6.278, 0.095, -3.237)  0.12
H (-0.075, 4.841, 1.375)  0.11

Output
Net charge: +2
2S+1: 1
HOMO level, eV: -12.6
Frontier orbital gap, eV: 7.7
Lowest unoccupied orbital energy, hartree: -0.1811



[6]
ORCA calculation (wB97M-V/def2-TZVPD) on a gas-phase ion, C9H11BrNO (charge +1) in a non-equilibrium geometry.

Last column: Löwdin charge in e.
Atoms and positions in Å:
Br (-2.401, 0.055, -2.749)  0.72
O (-1.475, 0.829, 1.239)  -0.02
N (-3.043, -0.763, -0.033)  0.11
C (-1.974, -0.197, -0.870)  -0.62
C (2.797, -1.485, 0.246)  -0.05
C (2.989, -0.339, 0.964)  -0.06
C (1.010, 0.519, -0.053)  -0.19
C (1.709, -1.737, -0.594)  -0.04
C (2.144, 0.722, 0.801)  0.03
C (-1.409, 1.081, -0.136)  -0.47
C (-0.072, 1.519, -0.490)  -0.11
C (0.942, -0.669, -0.693)  0.15
H (3.530, -2.384, 0.279)  0.16
H (-3.225, -1.802, -0.138)  0.20
H (2.275, 1.612, 1.302)  0.10
H (1.600, -2.630, -1.117)  0.11
H (-0.006, 1.773, -1.534)  0.13
H (-2.565, -0.500, 0.887)  0.15
H (-3.928, -0.232, -0.110)  0.17
H (0.123, 2.393, 0.038)  0.12
H (3.831, -0.228, 1.591)  0.11
H (-0.595, 0.533, 1.460)  0.10
H (-2.257, 1.931, -0.291)  0.20

Output
Net charge: +1
2S+1: 1
HOMO level, eV: -11.8
Frontier orbital gap, eV: 6.1
Lowest unoccupied orbital energy, hartree: -0.2079
Energy relative to the best compared isomer or geometry (same formula, charge and spin), kJ/mol: 457.2



Question: Among the records above, which one has the lowest net charge?
Answer: C5H12NO



Question: Number 4 is which compound?
Answer: C33H31N2O3